Here is a molecular structure, C19H42Cl14GaO at a distorted geometry from the Open Molecules 2025 dataset. Energies are from ωB97M-V/def2-TZVPD.

Geometry (Å):
C 2.757 0.154 3.673
O 1.361 0.492 3.359
C 1.000 1.845 3.865
C -0.620 2.021 3.487
C -1.437 0.765 4.229
C -1.779 -0.474 3.204
Ga -0.688 -2.201 3.541
H 3.234 0.820 4.519
H 2.752 -0.996 3.995
H 3.361 0.257 2.648
H 1.670 2.682 3.370
H 1.172 1.958 5.037
H -1.047 3.070 3.781
H -0.671 1.806 2.315
H -0.818 0.323 5.135
H -2.477 1.231 4.575
H -1.572 -0.166 2.070
H -2.926 -0.777 3.330
H 0.490 -1.860 4.609
H -1.549 -3.421 4.116
H 0.098 -2.659 2.189
Cl 0.210 -1.374 -0.570
C 1.787 -0.612 -0.245
C 2.916 -1.630 -0.190
Cl 2.798 -2.689 1.237
H 1.706 -0.050 0.691
H 1.968 0.100 -1.055
H 3.878 -1.114 -0.122
H 2.931 -2.263 -1.083
Cl 3.937 -6.020 -0.103
C 2.727 -6.242 1.186
C 2.393 -7.708 1.412
Cl 1.500 -8.414 0.041
H 1.838 -5.662 0.919
H 3.153 -5.813 2.097
H 1.752 -7.811 2.293
H 3.294 -8.307 1.575
Cl -0.614 -0.026 -4.615
C -1.933 -0.649 -3.593
C -3.244 0.082 -3.838
Cl -3.193 1.767 -3.263
H -1.618 -0.571 -2.548
H -2.047 -1.709 -3.835
H -4.053 -0.414 -3.294
H -3.506 0.093 -4.901
Cl -1.604 6.386 -6.078
C -0.514 5.776 -4.808
C -1.174 4.711 -3.948
Cl -2.473 5.380 -2.927
H -0.180 6.628 -4.210
H 0.359 5.354 -5.317
H -0.436 4.270 -3.271
H -1.601 3.907 -4.556
Cl 4.020 -0.806 -2.870
C 3.336 0.094 -4.247
C 3.763 1.553 -4.248
Cl 3.034 2.468 -2.904
H 2.247 -0.008 -4.211
H 3.694 -0.399 -5.156
H 3.434 2.036 -5.173
H 4.850 1.655 -4.178
Cl -0.624 5.854 4.344
C -1.787 6.517 3.168
C -3.148 6.779 3.793
Cl -3.991 5.269 4.225
H -1.855 5.819 2.328
H -1.361 7.454 2.798
H -3.789 7.305 3.079
H -3.067 7.392 4.695
Cl -2.192 -2.969 -1.319
C -3.188 -4.432 -1.520
C -2.437 -5.544 -2.235
Cl -2.131 -5.156 -3.947
H -4.099 -4.151 -2.056
H -3.471 -4.761 -0.516
H -3.030 -6.463 -2.220
H -1.475 -5.753 -1.757

- LUMO level: 1.83 eV
- Gap between HOMO and LUMO: 6.1 eV
- Energy above the lowest of the compared OMol25 structures with the same formula, charge and spin: 194.5 kJ/mol
- HOMO: -4.29 eV
- M: 852.61 g/mol
- Total charge: -1
- Largest force on an atom: 3.047 eV/Å

=====

Here is a molecular structure, C19H42Cl14GaO at a distorted geometry from the Open Molecules 2025 dataset. Energies are from ωB97M-V/def2-TZVPD.

Geometry (Å):
C -1.999 1.625 3.636
O -0.886 2.005 2.834
C 0.262 2.289 3.624
C 1.353 2.760 2.594
C 0.779 4.030 1.816
C 0.199 3.669 0.393
Ga -1.857 3.792 0.231
H -1.893 1.913 4.706
H -2.890 2.122 3.183
H -2.118 0.514 3.529
H 0.585 1.386 4.206
H 0.070 3.088 4.388
H 2.336 2.970 3.078
H 1.403 1.929 1.848
H -0.027 4.529 2.400
H 1.663 4.702 1.659
H 0.481 2.622 0.104
H 0.615 4.386 -0.363
H -2.481 3.998 1.722
H -2.370 4.999 -0.699
H -2.471 2.384 -0.291
Cl -1.106 -0.260 -0.950
C -1.526 -0.974 0.626
C -3.003 -1.276 0.741
Cl -3.988 0.206 0.818
H -1.194 -0.288 1.407
H -0.955 -1.898 0.716
H -3.195 -1.831 1.659
H -3.356 -1.871 -0.097
Cl -7.047 -0.705 -1.170
C -6.656 1.028 -1.319
C -7.602 1.748 -2.252
Cl -7.389 1.247 -3.950
H -5.623 1.112 -1.651
H -6.727 1.455 -0.319
H -7.411 2.820 -2.212
H -8.642 1.576 -1.978
Cl 1.060 -3.518 -2.807
C 1.235 -1.854 -3.431
C 2.638 -1.577 -3.914
Cl 3.807 -1.526 -2.570
H 0.939 -1.166 -2.642
H 0.531 -1.750 -4.255
H 2.675 -0.605 -4.404
H 2.973 -2.331 -4.625
Cl 6.717 -5.793 -0.359
C 5.378 -5.110 0.600
C 4.870 -3.807 0.028
Cl 6.058 -2.489 0.197
H 5.726 -4.989 1.625
H 4.577 -5.850 0.596
H 3.974 -3.494 0.564
H 4.621 -3.901 -1.027
Cl -2.572 -4.279 0.443
C -1.220 -5.253 -0.189
C -0.340 -5.794 0.914
Cl 0.577 -4.505 1.735
H -0.655 -4.632 -0.884
H -1.660 -6.078 -0.749
H 0.391 -6.485 0.495
H -0.922 -6.325 1.666
Cl 4.202 2.575 5.258
C 5.601 2.062 4.284
C 6.516 3.217 3.947
Cl 5.762 4.360 2.809
H 5.226 1.573 3.386
H 6.143 1.322 4.874
H 7.420 2.842 3.467
H 6.806 3.770 4.839
Cl -0.752 0.726 -3.758
C -1.237 1.411 -5.326
C -2.439 0.703 -5.906
Cl -2.056 -0.965 -6.410
H -0.381 1.361 -5.998
H -1.474 2.461 -5.153
H -2.785 1.230 -6.794
H -3.260 0.660 -5.192

- LUMO level: 1.83 eV
- Gap between HOMO and LUMO: 6.0 eV
- Energy above the lowest of the compared OMol25 structures with the same formula, charge and spin: 0.0 kJ/mol
- HOMO: -4.19 eV
- M: 852.61 g/mol
- Total charge: -1
- Largest force on an atom: 1.679 eV/Å

=====

Here is a molecular structure, C19H42F6IrN4O5S3Sb at a distorted geometry from the Open Molecules 2025 dataset. Energies are from ωB97M-V/def2-TZVPD.

Geometry (Å):
Ir -0.179 -1.183 -1.426
C -0.836 1.125 -4.112
N -1.952 1.529 -3.264
C -2.324 2.945 -3.366
C -2.520 0.705 -2.402
N -1.883 -0.421 -1.920
N -3.774 0.914 -1.981
C -4.275 0.334 -0.736
C -4.818 1.457 -2.862
H -0.858 1.740 -5.009
H -0.935 0.082 -4.405
H 0.110 1.287 -3.603
H -1.408 3.532 -3.315
H -2.972 3.230 -2.544
H -2.817 3.155 -4.314
H -2.578 -1.055 -1.537
H -4.707 -0.658 -0.897
H -5.063 0.979 -0.354
H -3.486 0.280 0.011
H -4.437 1.597 -3.868
H -5.205 2.400 -2.480
H -5.633 0.735 -2.904
C 0.912 3.505 5.911
C 0.163 2.866 4.738
Sb 1.482 2.826 3.056
C 1.906 4.840 2.465
C 3.285 5.274 2.955
C 3.271 1.844 3.675
C 3.005 0.441 4.208
H 0.229 3.592 6.758
H 1.263 4.512 5.682
H 1.758 2.901 6.239
H -0.706 3.448 4.435
H -0.152 1.846 4.948
H 1.096 5.429 2.898
H 1.819 4.888 1.381
H 3.370 5.242 4.041
H 3.457 6.306 2.647
H 4.084 4.671 2.523
H 3.680 2.507 4.441
H 3.957 1.859 2.829
H 2.333 0.451 5.066
H 3.943 -0.004 4.538
H 2.578 -0.206 3.441
C -2.003 -4.042 2.382
C -2.072 -5.183 1.372
C -2.690 -4.811 0.029
S -1.779 -3.847 -1.181
O -1.339 -2.539 -0.410
C -0.258 -4.745 -1.541
C 0.880 -4.840 -0.522
C 1.283 -3.547 0.165
H -1.467 -4.363 3.274
H -3.006 -3.746 2.694
H -1.506 -3.160 1.979
H -2.713 -5.973 1.770
H -1.100 -5.653 1.230
H -3.610 -4.233 0.156
H -2.959 -5.692 -0.563
H 0.086 -4.252 -2.454
H -0.600 -5.737 -1.849
H 1.735 -5.231 -1.081
H 0.675 -5.578 0.251
H 2.189 -2.685 -1.420
H 2.227 -3.675 0.693
H 0.534 -3.188 0.862
F 3.228 2.381 -1.938
C 2.414 2.105 -0.939
F 1.229 2.661 -1.133
F 2.947 2.584 0.196
S 2.270 0.247 -0.785
O 1.471 -2.462 -0.796
O 1.117 0.120 0.182
N 1.459 -0.026 -2.239
S 2.096 -1.110 -3.310
O 0.955 -1.927 -3.676
O 3.275 -1.743 -2.799
C 2.622 -0.127 -4.803
F 3.417 0.840 -4.384
F 3.253 -0.951 -5.601
F 1.558 0.379 -5.399

- Spin multiplicity: 2
- LUMO level (spin up / spin down): -12.53 / -12.46 eV
- Gap between HOMO and LUMO (spin up / spin down): 2.7 / 2.5 eV
- Energy above the lowest of the compared OMol25 structures with the same formula, charge and spin: 182.8 kJ/mol
- HOMO (spin up / spin down): -15.18 / -14.98 eV
- M: 930.73 g/mol
- Total charge: +3
- Largest force on an atom: 1.730 eV/Å